Entry 1:
{"formula": "C24H31N3O5S", "method": "ωB97M-V/def2-TZVPD", "homo_ev": -7.58, "lumo_energy_ha": 0.01613, "smiles": "COc1ccc(NS(=O)(=O)c2cc(NC(=O)CC3CCCC3)ccc2N2CCOCC2)cc1", "multiplicity": 1, "species": ["C", "O", "C", "C", "C", "C", "N", "S", "O", "O", "C", "C", "C", "N", "C", "O", "C", "C", "C", "C", "C", "C", "C", "C", "C", "N", "C", "C", "O", "C", "C", "C", "C", "H", "H", "H", "H", "H", "H", "H", "H", "H", "H", "H", "H", "H", "H", "H", "H", "H", "H", "H", "H", "H", "H", "H", "H", "H", "H", "H", "H", "H", "H", "H"], "coordinates": [[-1.2572, -1.0848, 5.5636], [-0.5856, 0.0086, 4.9894], [-1.1099, 0.5706, 3.8580], [-0.4355, 1.6862, 3.3623], [-0.8659, 2.3167, 2.2156], [-1.9893, 1.8491, 1.5368], [-2.4242, 2.4610, 0.3562], [-3.0113, 1.5257, -0.9049], [-4.3097, 1.0439, -0.5402], [-2.9086, 2.3477, -2.0774], [-1.8519, 0.1531, -0.9659], [-0.5597, 0.4668, -0.6017], [0.3604, -0.5323, -0.3137], [1.6643, -0.2593, 0.1073], [2.2339, 0.9496, 0.3821], [1.6740, 2.0166, 0.2538], [3.6758, 0.8251, 0.8352], [4.6020, 0.5610, -0.3613], [4.6277, 1.7518, -1.3421], [6.0195, 2.3679, -1.2007], [6.9031, 1.1614, -0.9030], [6.0628, 0.3644, 0.0926], [-0.0607, -1.8588, -0.4103], [-1.3294, -2.1705, -0.8443], [-2.2669, -1.1711, -1.1652], [-3.5229, -1.4503, -1.6266], [-4.1281, -2.7564, -1.4945], [-3.9927, -3.5520, -2.7993], [-4.5691, -2.8402, -3.8698], [-3.9751, -1.5688, -4.0148], [-4.1016, -0.7225, -2.7383], [-2.6707, 0.7474, 2.0362], [-2.2356, 0.1103, 3.1857], [-0.6887, -1.3447, 6.4555], [-2.2806, -0.8233, 5.8514], [-1.2802, -1.9457, 4.8867], [0.4358, 2.0381, 3.8911], [-0.3200, 3.1652, 1.8327], [-1.8437, 3.2203, 0.0329], [-0.2616, 1.4963, -0.5172], [2.2322, -1.0784, 0.2733], [3.9614, 1.7645, 1.3094], [3.7708, 0.0179, 1.5651], [4.2522, -0.3361, -0.8817], [4.4850, 1.3960, -2.3632], [3.8365, 2.4668, -1.1241], [6.0428, 3.0588, -0.3568], [6.3271, 2.9073, -2.0948], [7.8760, 1.4364, -0.4984], [7.0588, 0.5821, -1.8146], [6.3438, -0.6877, 0.1243], [6.1963, 0.7795, 1.0926], [0.6251, -2.6576, -0.1635], [-1.5967, -3.2104, -0.9456], [-3.6953, -3.2965, -0.6536], [-5.1942, -2.5982, -1.2960], [-4.5299, -4.5002, -2.7392], [-2.9291, -3.7474, -3.0107], [-4.4918, -1.0868, -4.8451], [-2.9086, -1.6846, -4.2674], [-3.5975, 0.2301, -2.8840], [-5.1550, -0.5279, -2.5184], [-3.5450, 0.3928, 1.5156], [-2.7877, -0.7445, 3.5426]], "atomic_forces_ev_per_a": [[-0.081, -0.146, 0.068], [0.090, 0.282, -0.186], [0.041, 0.058, -0.070], [-0.074, -0.178, 0.154], [-0.217, -0.045, -0.132], [-0.085, -0.453, 0.848], [-0.282, -0.087, -0.919], [0.141, 0.453, 0.083], [0.238, -0.085, 0.228], [0.287, 0.090, 0.083], [-0.542, 0.221, 0.027], [0.529, -0.056, -0.087], [-0.593, 0.171, -0.191], [0.221, -0.352, 0.057], [0.463, -0.292, 0.312], [-0.202, 0.353, -0.084], [-0.019, -0.007, -0.231], [-0.050, -0.029, 0.160], [-0.013, 0.084, -0.065], [0.029, -0.119, -0.140], [0.030, 0.094, 0.140], [0.051, -0.108, -0.166], [0.015, 0.259, 0.015], [-0.123, 0.062, -0.023], [0.189, 0.034, 0.141], [-0.304, -0.240, 0.059], [0.064, -0.266, -0.284], [-0.018, -0.053, 0.347], [-0.138, -0.060, -0.021], [0.044, 0.420, 0.103], [-0.070, -0.218, -0.516], [0.092, 0.231, 0.024], [0.169, -0.151, 0.254], [-0.079, -0.027, -0.054], [0.023, -0.015, -0.021], [-0.016, 0.033, 0.019], [0.113, 0.060, 0.061], [0.113, 0.081, -0.067], [0.003, 0.047, -0.215], [0.063, 0.018, 0.099], [-0.012, 0.219, 0.009], [-0.053, -0.021, 0.037], [0.015, 0.003, 0.074], [0.022, 0.028, 0.031], [-0.030, 0.026, -0.034], [-0.092, 0.020, -0.082], [0.026, 0.078, 0.042], [0.010, 0.110, 0.014], [0.087, -0.041, -0.049], [0.045, -0.024, -0.058], [0.009, -0.039, 0.108], [0.010, -0.002, 0.090], [0.070, -0.101, 0.024], [-0.039, -0.075, -0.056], [-0.041, -0.003, 0.017], [0.041, -0.096, 0.043], [0.088, 0.010, 0.045], [-0.070, -0.014, 0.026], [0.080, 0.039, 0.010], [-0.074, 0.032, -0.004], [-0.097, -0.120, -0.166], [0.052, 0.081, -0.053], [-0.116, -0.090, 0.063], [-0.031, -0.084, 0.059]]}


Entry 2:
{"formula": "C16H21FO11P2S", "method": "ωB97M-V/def2-TZVPD", "homo_ev": -8.14, "lumo_energy_ha": 0.01447, "smiles": "O=C(CP(#P(O)O)S(=O)(=O)F)c1ccccc1.C[C@@H]1COC(=O)O1.C[C@@H]1COC(=O)O1", "multiplicity": 1, "species": ["O", "C", "C", "P", "P", "O", "O", "S", "O", "O", "F", "C", "C", "C", "C", "C", "C", "H", "H", "H", "H", "H", "H", "H", "H", "H", "C", "C", "C", "O", "C", "O", "O", "H", "H", "H", "H", "H", "H", "C", "C", "C", "O", "C", "O", "O", "H", "H", "H", "H", "H", "H"], "coordinates": [[0.9458, 5.5197, 0.7197], [1.1514, 4.3841, 0.4206], [2.5722, 3.9603, 0.0072], [2.7442, 2.1196, -0.1738], [2.8096, 1.0575, 1.7847], [2.3981, 2.1588, 2.9502], [1.5915, 0.0072, 1.7105], [4.7530, 1.7960, -0.8802], [5.2655, 0.6112, -0.2782], [5.5292, 2.9901, -0.8166], [4.5303, 1.4351, -2.3866], [0.0821, 3.3344, 0.4392], [-0.4353, 2.8734, -0.7723], [-1.4039, 1.8821, -0.7546], [-1.8301, 1.3808, 0.4675], [-1.3365, 1.8561, 1.6694], [-0.3659, 2.8554, 1.6642], [2.7034, 4.3722, -0.9918], [3.3089, 4.3711, 0.6902], [2.7141, 3.0385, 2.7081], [1.2075, -0.0604, 0.8121], [-0.0384, 3.2897, -1.6860], [-1.7891, 1.5104, -1.6894], [-2.5632, 0.5885, 0.4845], [-1.6587, 1.4699, 2.6227], [0.0449, 3.2452, 2.5798], [4.3615, -3.3809, -0.7456], [2.9953, -3.0811, -1.3053], [2.9839, -2.3442, -2.6237], [1.7260, -1.6478, -2.5632], [1.4438, -1.4510, -1.2619], [0.5759, -0.7323, -0.8604], [2.2789, -2.1488, -0.4707], [4.8702, -4.1229, -1.3606], [4.9701, -2.4764, -0.7035], [4.2806, -3.7635, 0.2710], [2.3987, -3.9959, -1.3644], [3.0171, -3.0014, -3.4886], [3.7821, -1.6026, -2.6986], [-5.0231, -3.0547, 1.9382], [-5.7547, -2.0578, 1.0767], [-6.3109, -2.6073, -0.2165], [-6.3283, -1.4433, -1.0532], [-5.3549, -0.6088, -0.6106], [-4.9805, 0.3605, -1.1812], [-4.8650, -1.0414, 0.5804], [-5.7174, -3.7885, 2.3469], [-4.2561, -3.5755, 1.3635], [-4.5217, -2.5500, 2.7632], [-6.5364, -1.5588, 1.6565], [-7.3113, -3.0207, -0.1161], [-5.6544, -3.3514, -0.6736]], "atomic_forces_ev_per_a": [[-0.021, 0.899, 0.317], [0.116, -0.942, 0.013], [0.049, -0.562, -0.111], [-1.497, -0.152, -1.162], [2.333, -1.129, 1.172], [-0.590, 0.111, -0.693], [-0.339, 0.886, -0.365], [0.478, 0.473, 2.089], [-0.118, -0.478, -0.334], [-0.047, 0.212, -0.647], [-0.169, 0.143, -0.411], [0.085, 0.298, -0.036], [0.107, -0.195, 0.533], [0.364, 0.413, 0.045], [-0.365, -0.392, 0.053], [0.525, 0.469, -0.065], [-0.319, -0.166, -0.499], [0.335, 0.189, -0.036], [0.056, 0.353, -0.065], [-0.035, 0.092, 0.205], [-0.524, -0.196, 0.115], [-0.108, -0.076, -0.239], [-0.189, -0.157, -0.007], [-0.130, -0.039, -0.062], [-0.201, -0.194, 0.008], [0.015, 0.018, 0.154], [0.041, 0.261, 0.253], [0.465, -0.144, 0.016], [-0.021, -0.062, -0.164], [0.013, -0.024, 0.045], [0.116, 0.042, -0.064], [0.039, 0.076, 0.114], [-0.183, -0.025, -0.085], [-0.043, -0.017, -0.026], [-0.023, 0.024, -0.054], [-0.032, -0.095, -0.039], [-0.075, 0.050, -0.019], [-0.199, 0.057, -0.042], [0.043, -0.029, 0.093], [0.309, 0.099, -0.041], [0.140, -0.308, 0.202], [-0.188, 0.013, -0.054], [0.062, -0.056, 0.069], [0.050, 0.010, 0.034], [0.045, 0.044, -0.061], [-0.157, 0.044, -0.072], [-0.035, 0.020, -0.008], [-0.046, -0.015, -0.049], [-0.094, 0.006, 0.050], [-0.032, 0.031, -0.063], [-0.061, 0.139, -0.106], [0.055, -0.018, 0.096]]}


Entry 3:
{"formula": "H6O4Si2", "method": "ωB97M-V/def2-TZVPD", "homo_ev": -11.08, "lumo_energy_ha": 0.01400, "smiles": "O[Si](O)(O)O[SiH3]", "multiplicity": 1, "species": ["O", "Si", "O", "O", "O", "Si", "H", "H", "H", "H", "H", "H"], "coordinates": [[1.6142, -1.1853, -1.1296], [0.8858, -0.0093, 0.0409], [1.5544, 1.3171, -0.5741], [1.4071, -0.5865, 1.5560], [-0.7056, 0.0441, 0.1901], [-2.2364, 0.4408, -0.1277], [2.3137, -1.6496, -0.7754], [2.4361, 1.1584, -0.8166], [0.7173, -1.0147, 2.0431], [-2.8471, -0.4025, 0.8868], [-2.5711, -0.0633, -1.3401], [-2.5683, 1.9509, 0.0465]], "atomic_forces_ev_per_a": [[-3.982, 3.336, 0.586], [2.214, -3.817, -0.308], [-1.961, 1.241, 1.161], [0.387, 1.286, -1.922], [1.529, 0.347, -0.540], [-0.429, 1.617, 2.559], [2.171, -1.722, 1.396], [1.844, -0.163, -0.766], [-0.569, -0.279, 0.428], [-0.799, 0.103, 0.343], [-0.785, -0.706, -2.739], [0.380, -1.243, -0.196]]}


Entry 4:
{"formula": "C4H5ClN2", "method": "ωB97M-V/def2-TZVPD", "homo_ev": -8.90, "lumo_energy_ha": 0.03019, "smiles": "Cn1nccc1Cl", "multiplicity": 1, "species": ["C", "N", "N", "C", "C", "C", "Cl", "H", "H", "H", "H", "H"], "coordinates": [[0.4581, -0.2335, 1.9314], [0.1621, -0.0642, 0.3414], [-0.4523, -1.0708, -0.1962], [-0.7240, -0.8460, -1.4343], [-0.3891, 0.4220, -1.7084], [0.2148, 0.9707, -0.5953], [0.9497, 2.4577, -0.2527], [0.4779, 0.7566, 2.2617], [1.3518, -0.7442, 2.1178], [-0.3381, -0.7407, 2.3459], [-1.1209, -1.6034, -2.0812], [-0.5899, 0.6958, -2.7301]], "atomic_forces_ev_per_a": [[-0.253, 1.690, -4.417], [0.303, 0.742, 2.092], [0.041, -3.801, 2.343], [-0.543, -1.142, 0.464], [0.669, 2.614, -2.453], [-0.280, -1.375, 0.822], [0.048, 0.262, -0.022], [0.245, 1.471, 0.825], [1.402, -0.636, -0.221], [-1.829, -1.068, 0.453], [-0.294, -0.080, 0.008], [0.490, 1.324, 0.104]]}